{
  "formula": "C35H56N5OS2SiTi",
  "method": "ωB97M-V/def2-TZVPD",
  "gap_ev": 6.8,
  "molar_mass_g_mol": 702.95,
  "total_charge": 1,
  "de_lowest_kcal_mol": 0.00,
  "max_force_ev_per_a": 0.769,
  "homo_ev": -10.2,
  "symbols": ["Ti", "O", "N", "C", "C", "C", "C", "C", "S", "H", "H", "H", "H", "C", "C", "C", "C", "C", "C", "C", "C", "C", "C", "N", "C", "C", "C", "C", "C", "N", "H", "H", "H", "H", "H", "H", "H", "H", "H", "H", "H", "H", "H", "H", "H", "H", "H", "C", "N", "C", "S", "N", "C", "H", "H", "H", "H", "H", "H", "H", "H", "C", "C", "C", "C", "Si", "C", "C", "C", "C", "C", "C", "C", "C", "H", "H", "H", "H", "H", "H", "H", "H", "H", "H", "H", "H", "H", "H", "H", "H", "H", "H", "H", "H", "H", "H", "H", "H", "H", "H", "H"],
  "xyz": [[0.1985, -0.2516, -0.1864], [-0.2148, 1.6077, -0.1085], [-1.1451, 2.1698, -0.8915], [-1.6821, 3.3343, -0.4792], [-2.6297, 3.9364, -1.2565], [-3.0034, 3.3254, -2.4589], [-2.4137, 2.1513, -2.8550], [-1.4461, 1.5435, -2.0480], [-0.5810, 0.0981, -2.4570], [-1.2976, 3.7031, 0.4591], [-3.0714, 4.8643, -0.9294], [-3.7578, 3.7801, -3.0831], [-2.6810, 1.6649, -3.7808], [-3.9223, 0.7629, 2.8268], [-3.4115, 1.5471, 1.6179], [-4.0260, 1.0792, 0.3253], [-5.1725, 1.6898, -0.1669], [-5.7822, 1.2341, -1.3268], [-5.2536, 0.1391, -1.9888], [-4.1124, -0.5088, -1.5217], [-3.6213, -1.7409, -2.2427], [-4.4141, -2.9897, -1.8577], [-3.5018, -0.0079, -0.3752], [-2.2871, -0.6166, 0.0727], [-2.3847, -1.7051, 0.7269], [-1.2230, -2.5173, 1.0090], [-1.1909, -3.7625, 1.5927], [0.1479, -4.2197, 1.4890], [0.8446, -3.2341, 0.8356], [0.0344, -2.1691, 0.5236], [-3.5541, 1.1993, 3.7547], [-3.5807, -0.2738, 2.7900], [-5.0115, 0.7579, 2.8625], [-2.3241, 1.4391, 1.5848], [-3.6385, 2.6078, 1.7522], [-5.5907, 2.5307, 0.3727], [-6.6730, 1.7184, -1.7013], [-5.7390, -0.2385, -2.8798], [-2.5564, -1.8986, -2.0444], [-3.7174, -1.5768, -3.3180], [-4.2644, -3.2522, -0.8089], [-4.1060, -3.8445, -2.4591], [-5.4825, -2.8372, -2.0088], [-3.3559, -2.0980, 1.0385], [-2.0339, -4.2803, 2.0214], [0.5478, -5.1598, 1.8263], [1.8830, -3.2330, 0.5635], [-0.5006, -0.3428, 6.3743], [-0.4394, 0.1375, 5.0013], [-0.1460, -0.5042, 3.8691], [-0.0034, 0.5029, 2.4752], [0.0446, -1.8138, 3.7920], [-0.0968, -2.8652, 4.7852], [-0.9221, 0.4603, 6.9733], [0.4888, -0.5814, 6.7650], [-1.1529, -1.2046, 6.4700], [-0.4754, 1.1384, 4.8734], [0.2322, -2.1330, 2.8535], [0.4878, -2.6656, 5.6785], [0.2895, -3.7734, 4.3298], [-1.1399, -3.0318, 5.0561], [4.1730, 2.3575, -2.5576], [2.8152, 2.1934, -1.8463], [1.7209, 2.5808, -2.8548], [2.7492, 3.2564, -0.7371], [2.6628, 0.3987, -1.1354], [3.8373, 0.2069, 0.4178], [3.7056, -1.2293, 0.9364], [5.3236, 0.5148, 0.1687], [3.4186, 1.1063, 1.5946], [3.0339, -0.9378, -2.5164], [2.2698, -2.2336, -2.2111], [4.5246, -1.3009, -2.6088], [2.6059, -0.5076, -3.9283], [4.2602, 3.3927, -2.9013], [4.2739, 1.7216, -3.4322], [5.0217, 2.1601, -1.9112], [1.9878, 3.5471, -3.2915], [0.7582, 2.7125, -2.3623], [1.5874, 1.8775, -3.6697], [2.6002, 4.2373, -1.1974], [3.6772, 3.3135, -0.1734], [1.9324, 3.0903, -0.0314], [3.9233, -1.9907, 0.1905], [2.7035, -1.4085, 1.3332], [4.4031, -1.3805, 1.7657], [5.7554, 0.0234, -0.6957], [5.8910, 0.1885, 1.0459], [5.4932, 1.5842, 0.0646], [2.3477, 1.0978, 1.8020], [3.7173, 2.1394, 1.4578], [3.9165, 0.7458, 2.5001], [2.6374, -2.7309, -1.3166], [2.3902, -2.9380, -3.0400], [1.1884, -2.0838, -2.0905], [4.9197, -1.7245, -1.6889], [5.1429, -0.4461, -2.8790], [4.6529, -2.0540, -3.3920], [1.5351, -0.3258, -4.0132], [2.8512, -1.3217, -4.6169], [3.1244, 0.3761, -4.2856]],
  "atomic_forces_ev_per_a": [[0.11, 0.34, 0.68], [-0.16, 0.28, 0.28], [0.23, -0.20, -0.05], [-0.03, 0.04, -0.18], [0.03, -0.02, 0.01], [0.01, 0.04, 0.05], [0.09, -0.10, 0.01], [-0.07, -0.07, -0.15], [-0.07, 0.14, 0.16], [-0.03, -0.02, 0.02], [-0.02, 0.03, -0.01], [-0.05, 0.03, -0.03], [-0.02, -0.01, -0.02], [0.01, -0.04, -0.01], [0.09, -0.01, -0.02], [-0.05, 0.15, 0.03], [-0.01, -0.02, -0.05], [0.07, -0.05, 0.04], [-0.03, 0.00, 0.04], [-0.17, -0.04, -0.26], [0.18, -0.01, 0.05], [0.00, -0.05, 0.00], [0.23, -0.05, 0.23], [0.08, -0.06, 0.10], [0.22, -0.36, 0.09], [-0.38, 0.07, -0.22], [0.18, -0.10, -0.04], [-0.33, 0.05, 0.07], [0.12, 0.21, -0.13], [-0.25, -0.20, -0.06], [0.03, 0.02, 0.04], [-0.02, -0.01, -0.01], [-0.03, 0.00, 0.00], [-0.07, 0.07, -0.04], [-0.01, 0.00, 0.01], [-0.02, 0.03, 0.02], [-0.04, 0.03, -0.02], [-0.02, -0.01, -0.06], [-0.19, 0.01, -0.06], [0.01, 0.01, -0.01], [-0.01, 0.02, 0.01], [0.01, -0.01, -0.01], [-0.03, 0.01, -0.01], [0.03, 0.00, -0.03], [-0.02, -0.03, 0.00], [0.02, -0.07, 0.00], [0.06, -0.01, 0.01], [0.00, 0.02, 0.07], [-0.05, 0.23, -0.04], [0.23, -0.27, -0.10], [-0.09, 0.17, -0.34], [0.11, 0.22, -0.19], [0.01, -0.10, 0.10], [0.02, -0.02, 0.02], [-0.01, -0.01, 0.01], [-0.02, 0.01, 0.01], [-0.04, -0.10, 0.03], [0.05, -0.07, 0.00], [0.01, 0.01, -0.01], [-0.05, 0.00, 0.02], [0.01, -0.01, -0.01], [-0.08, 0.01, -0.01], [-0.14, 0.11, -0.05], [-0.02, -0.01, 0.08], [0.03, -0.03, 0.05], [0.20, -0.20, -0.06], [-0.12, 0.05, 0.00], [0.02, -0.04, 0.03], [-0.05, -0.01, 0.02], [-0.13, 0.03, 0.03], [-0.01, 0.00, 0.06], [-0.07, 0.00, 0.01], [-0.03, 0.02, -0.02], [-0.10, -0.04, 0.01], [0.01, 0.03, 0.00], [-0.02, -0.04, -0.08], [0.07, -0.03, 0.13], [0.01, 0.04, -0.03], [0.06, 0.03, 0.00], [0.02, -0.09, -0.05], [0.01, 0.04, -0.01], [0.06, -0.02, 0.04], [-0.02, -0.01, -0.03], [0.03, -0.05, -0.07], [-0.04, 0.01, 0.01], [0.01, 0.00, 0.03], [0.00, -0.11, -0.11], [0.03, 0.02, 0.03], [0.00, 0.08, -0.03], [0.14, -0.04, -0.06], [0.05, 0.08, -0.03], [0.04, 0.00, 0.05], [0.01, -0.01, 0.05], [0.02, -0.02, -0.01], [0.07, 0.00, -0.04], [0.01, -0.03, 0.09], [0.03, 0.07, -0.02], [0.02, -0.02, -0.02], [0.01, 0.00, 0.02], [-0.01, -0.02, -0.03], [0.06, 0.07, -0.01]]
}